Record 1
The following is a DFT calculation (ωB97M-V/def2-TZVPD) of C2H4FNO6S in the gas phase in a non-equilibrium geometry.

The geometry in ORCA input format:
```
! RIJCOSX wB97M-V def2-TZVPD def2/J DEFGRID3
* xyz 0 1
S 1.73 -0.83 0.67
F 2.67 0.81 2.15
O 1.84 0.82 1.09
O 0.74 -0.54 -0.52
O -1.71 1.63 0.85
O 2.94 -1.32 0.14
O 1.08 -1.51 1.71
O 0.13 1.95 -0.16
N -0.76 1.28 0.20
C -1.55 -0.31 -1.47
C -0.75 -0.16 -0.19
H -2.49 0.22 -1.21
H -2.01 -1.22 -1.64
H -0.83 -0.06 -2.19
H -1.03 -0.77 0.56
*
```

Values from the calculation:
Highest occupied orbital energy   -0.4419 Ha
E_LUMO   -0.0079 hartree
SMILES   C[C@@H](OS(=O)(=O)OF)[N+](=O)[O-]
Frontier orbital gap   11.811 eV

Record 2
The following is a DFT calculation (ωB97M-V/def2-TZVPD) of C6H10S2 in the gas phase in a non-equilibrium geometry.

The geometry in ORCA input format:
```
! RIJCOSX wB97M-V def2-TZVPD def2/J DEFGRID3
* xyz 0 1
S 0.83 0.66 -0.18
S -4.67 -0.19 0.18
C 3.59 -0.18 0.19
C -1.94 0.11 -0.22
C -2.07 1.54 0.03
C -0.69 -0.31 -0.10
C 2.13 -0.68 0.06
C -3.10 -0.78 -0.23
H 1.89 -1.38 0.88
H -1.05 1.83 -0.54
H -2.09 1.93 1.15
H -3.20 1.73 -0.52
H -0.48 -1.31 0.08
H -3.00 -1.83 -0.76
H 3.56 0.86 0.86
H 2.08 -1.28 -0.84
H 3.83 0.25 -0.66
H 4.38 -0.97 0.64
*
```

Values from the calculation:
Highest occupied orbital energy   -0.3086 Ha
E_LUMO   -0.0340 hartree
SMILES   CCS/C=C(\C)C=S
Frontier orbital gap   7.471 eV

Record 3
The following is a DFT calculation (ωB97M-V/def2-TZVPD) of 9 unconnected molecules or ions with the total composition C42H93N3O6 in a non-equilibrium geometry.

The geometry in ORCA input format:
```
! RIJCOSX wB97M-V def2-TZVPD def2/J DEFGRID3
* xyz 0 1
O 0.17 -8.22 4.08
O 1.03 2.87 2.19
O 5.86 -1.52 -2.11
O 2.11 1.99 -4.98
O 2.48 -6.81 0.76
O -2.86 3.14 0.11
N 4.65 0.21 2.06
N -6.42 2.71 -1.74
N -0.92 -1.23 0.63
C -0.56 -6.06 3.39
C -2.05 -0.33 0.71
C 6.71 1.47 1.55
C 1.72 4.08 1.98
C -8.03 0.87 -1.13
C 3.71 -4.80 0.93
C 3.50 1.03 1.70
C -2.62 5.38 -0.39
C 3.76 -6.32 1.17
C 2.10 2.56 -3.66
C -1.72 3.14 -0.77
C -0.13 4.45 3.40
C -1.30 -1.93 3.02
C -6.72 1.65 -0.81
C -0.30 3.18 2.59
C 5.78 0.36 1.13
C 5.28 -0.30 -2.61
C 3.36 -1.42 3.45
C 0.76 5.19 2.41
C -7.54 4.48 -0.38
C -3.44 -0.95 0.56
C 2.40 -4.50 0.24
C 0.50 -6.02 4.48
C 4.40 -1.18 2.38
C 0.03 3.08 -4.75
C 4.00 -0.77 -3.23
C -6.02 2.26 -3.06
C 0.33 -7.33 5.21
C 1.91 -5.90 -0.17
C -0.63 -1.77 -0.69
C 4.44 -2.03 -3.97
C -5.05 3.23 -3.77
C 5.25 -2.61 -2.80
C 0.82 2.08 -5.57
C -1.46 4.63 -1.07
C -0.97 -2.33 1.58
C 0.60 2.73 -3.37
C -7.36 3.83 -1.77
C -0.33 -0.69 -1.74
C -0.55 -7.58 3.03
C 2.57 0.40 0.68
C -3.64 4.27 -0.16
H -5.52 1.28 -3.05
H 0.18 1.79 -3.02
H -0.29 -5.44 2.53
H 1.45 -5.95 3.96
H -1.46 -2.39 -1.05
H -4.23 -0.21 0.65
H -8.16 0.63 -2.18
H -1.09 4.95 3.60
H -0.58 -7.42 5.81
H 5.03 0.44 -1.85
H 2.37 -1.04 3.24
H 3.21 -0.96 -2.50
H -0.94 2.63 -0.19
H -2.30 5.87 0.53
H 1.83 1.15 0.35
H -8.03 3.86 0.37
H 0.23 -2.43 -0.70
H 5.34 0.52 0.13
H -5.89 0.95 -0.78
H 2.05 4.26 0.95
H -4.44 4.11 -0.89
H -6.84 2.01 0.21
H -8.88 1.50 -0.85
H 0.08 -7.75 2.15
H -6.55 4.80 -0.08
H -1.04 2.91 -4.72
H -3.51 -1.48 -0.40
H -2.35 -1.71 3.17
H 0.25 0.15 -1.35
H 7.37 1.22 2.38
H 2.27 -6.22 -1.16
H 0.44 3.52 -2.64
H 3.88 -6.54 2.23
H 6.01 -3.35 -3.09
H 0.82 -5.95 -0.19
H -4.89 2.92 -4.79
H 0.27 4.11 -5.03
H 2.44 1.85 -2.90
H -8.06 -0.04 -0.53
H 4.55 -4.51 0.29
H -8.21 5.32 -0.59
H 0.40 1.07 -5.44
H -1.51 -8.08 2.87
H -1.02 3.32 1.77
H -3.60 -1.72 1.31
H -4.12 3.26 -3.20
H -3.02 6.19 -1.01
H 3.61 -2.67 -4.26
H 0.11 5.54 1.59
H -1.92 0.51 0.02
H -5.45 4.24 -3.65
H 3.53 0.02 -3.83
H 0.16 -1.12 -2.61
H 2.68 3.48 -3.65
H -0.99 -2.69 3.74
H -1.56 4.83 -2.14
H 2.46 -3.74 -0.53
H 5.96 0.14 -3.34
H 3.02 1.43 2.60
H 6.33 -0.56 0.93
H 4.04 -1.74 1.49
H 4.56 -6.77 0.58
H 1.99 -0.45 1.04
H 5.33 -1.70 2.64
H -4.19 4.48 0.77
H 6.08 2.31 1.86
H 0.85 2.32 -6.64
H -8.32 3.43 -2.14
H 1.68 -4.26 1.03
H 0.34 -5.09 5.04
H 1.18 6.15 2.73
H 2.62 4.17 2.60
H -1.92 2.46 -1.61
H -0.62 -1.10 3.25
H 4.95 -1.74 -4.89
H -0.48 4.96 -0.72
H 3.73 -0.88 4.34
H 7.37 1.76 0.73
H 3.40 -2.46 3.78
H -0.80 2.39 3.17
H -1.28 -0.28 -2.10
H -1.57 -3.18 1.23
H 1.17 -7.73 5.77
H -6.92 2.07 -3.67
H 3.07 0.17 -0.27
H 0.05 -2.74 1.70
H -2.02 0.22 1.66
H 3.86 -4.23 1.84
H -6.97 4.61 -2.42
H 3.90 1.98 1.33
H 0.35 4.27 4.37
H -1.57 -5.79 3.70
H 4.61 -3.15 -2.09
*
```

Values from the calculation:
Highest occupied orbital energy   -0.2855 Ha
E_LUMO   0.0202 hartree
SMILES   CCN(CC)CC.CCN(CC)CC.CCN(CC)CC.C1CCOC1.C1CCOC1.C1CCOC1.C1CCOC1.C1CCOC1.C1CCOC1
Frontier orbital gap   8.318 eV

Record 4
The following is a DFT calculation (ωB97M-V/def2-TZVPD) of 3 unconnected molecules or ions with the total composition C26H48F2N5O9PS in a non-equilibrium geometry.

The geometry in ORCA input format:
```
! RIJCOSX wB97M-V def2-TZVPD def2/J DEFGRID3
* xyz 0 1
S 9.77 -2.47 -2.34
P 8.11 -2.80 -1.46
F 7.07 -0.06 -5.07
F 6.23 -3.22 -5.82
O 8.03 -1.84 -0.12
O 7.69 -0.08 -3.00
O -6.72 5.44 4.71
O 8.18 -4.38 -0.88
O 8.30 -3.16 -5.20
O -4.33 2.02 -1.58
O -0.08 0.66 -0.90
O -0.05 -3.35 -2.26
O -5.36 1.38 6.16
N 5.44 0.25 -0.82
N -2.55 1.64 0.80
N -4.42 3.60 4.12
N 6.06 -5.23 -3.20
N 6.76 -2.02 -3.86
C 2.78 -1.46 -2.21
C 6.57 -2.68 -2.57
C 7.22 -2.83 -4.95
C -1.06 0.72 -1.92
C 4.00 -5.52 -0.65
C -6.30 2.39 6.46
C -0.10 1.74 0.02
C 6.26 -4.15 -2.93
C 3.80 -4.20 -0.81
C 5.34 -0.81 -1.22
C -1.13 1.58 1.15
C -5.56 3.87 3.25
C -6.08 5.29 3.44
C 5.25 -2.22 -1.79
C -4.05 2.19 4.21
C 4.05 -2.16 -2.83
C 7.21 -0.70 -3.85
C -5.08 1.21 4.77
C -2.96 2.92 0.22
C -4.35 2.82 -0.39
C -4.98 0.77 -1.43
C 4.92 -3.17 -0.56
C 1.03 -3.15 -3.20
C -5.99 6.24 5.62
C 1.53 -1.68 -3.16
C -0.94 -4.32 -2.83
H -0.92 2.33 1.92
H 7.72 -2.30 0.67
H -5.08 0.33 -2.42
H -5.69 7.19 5.16
H -5.80 3.35 6.62
H -5.29 6.03 3.29
H 0.89 1.74 0.49
H -2.97 3.68 1.00
H -1.97 0.21 -1.61
H 2.78 -3.92 -1.14
H -2.74 0.90 0.15
H -5.10 5.72 5.99
H 4.58 -2.51 0.28
H -1.29 1.75 -2.22
H 0.59 -3.32 -4.22
H 1.82 -3.91 -3.05
H -0.96 0.60 1.61
H -1.62 -3.79 -3.53
H -6.01 1.19 4.19
H -4.66 0.21 4.68
H -6.39 3.19 3.46
H -7.07 2.49 5.68
H -0.39 -5.10 -3.41
H -6.85 5.47 2.68
H 7.82 -4.40 0.03
H -5.09 2.46 0.33
H -4.66 3.82 -0.70
H -3.16 2.14 4.85
H 4.73 -5.89 0.10
H 1.74 -1.24 -4.16
H -6.64 6.45 6.47
H -6.79 2.13 7.39
H -2.28 3.24 -0.57
H -0.68 0.19 -2.79
H -5.98 0.89 -1.00
H -1.49 -4.86 -2.02
H -0.19 2.70 -0.50
H 2.91 -0.35 -2.17
H 3.82 -3.15 -3.26
H 5.81 -3.72 -0.18
H 0.72 -1.05 -2.71
H -3.74 1.84 3.21
H 3.44 -6.25 -1.27
H -4.63 3.93 5.05
H 2.57 -1.81 -1.18
H 4.31 -1.51 -3.71
H -5.25 3.73 2.21
H -4.39 0.09 -0.81
*
```

Values from the calculation:
Highest occupied orbital energy   -0.3179 Ha
E_LUMO   -0.0096 hartree
SMILES   C=CC[C@](C#N)(CCCCOC)[C@@](C#N)(N(C(=O)F)C(=O)F)P(O)(O)=S.COCCNCCOC.COCCNCCOC
Frontier orbital gap   8.389 eV

Record 5
The following is a DFT calculation (ωB97M-V/def2-TZVPD) of a molecular structure, C38H32FeN4O6S3 in a non-equilibrium geometry.

The geometry in ORCA input format:
```
! RIJCOSX wB97M-V def2-TZVPD def2/J DEFGRID3
* xyz -2 5
Fe -0.02 0.83 0.78
S -3.32 1.49 -0.58
S 2.20 0.58 1.50
S 0.79 1.05 -1.37
O -2.15 4.26 3.12
O -4.53 1.18 0.17
O -1.33 -3.90 -1.03
O 0.27 3.07 0.80
O -3.49 2.48 -1.63
O -1.93 0.78 4.32
N -1.32 -0.99 1.20
N -2.11 1.83 0.41
N -0.44 1.00 2.64
N 0.23 -2.27 -0.89
C 4.03 -4.24 -3.26
C 5.08 2.45 -0.65
C -2.32 -3.48 -3.90
C 1.31 5.77 2.32
C -1.68 -1.16 -3.15
C -2.90 -0.01 -1.44
C -2.54 -2.25 -3.06
C 2.89 -3.24 -0.93
C -2.79 -2.90 1.00
C 2.67 -3.95 -3.21
C 0.56 3.18 3.19
C -1.86 -0.03 -2.36
C -1.67 3.67 2.18
C 4.51 2.54 -1.91
C 2.07 5.07 3.29
C 0.63 -3.08 -2.04
C 1.65 3.80 3.71
C -0.15 3.76 1.97
C -2.59 3.00 1.19
C 0.23 5.20 1.74
C -0.85 -2.74 -0.45
C 2.09 -3.45 -2.05
C -3.79 -1.07 -1.36
C -3.61 -2.18 -2.17
C 4.35 1.88 0.39
C -2.09 -0.63 2.33
C 0.13 1.82 3.69
C 4.25 -3.50 -0.98
C -3.65 -2.41 2.02
C 2.45 1.54 -1.07
C -1.68 -2.17 0.64
C 3.21 2.09 -2.11
C -0.34 -4.28 -1.98
C 4.83 -4.00 -2.14
C -1.51 0.40 3.07
C -3.28 -1.29 2.69
C -1.01 1.80 4.76
C 3.05 1.39 0.20
H -1.52 2.75 4.84
H -0.63 1.50 5.74
H 2.21 3.28 4.49
H 2.06 -4.10 -4.09
H 1.02 1.34 4.09
H 1.60 6.77 2.02
H 2.44 -2.80 -0.04
H 0.17 -5.19 -1.64
H 2.95 5.52 3.71
H -3.26 -3.96 -4.16
H -0.51 2.55 0.42
H 4.47 -4.62 -4.17
H -1.78 -3.25 -4.82
H -3.01 -3.82 0.48
H -0.85 -1.19 -3.85
H 6.08 2.83 -0.47
H 0.44 -2.48 -2.94
H -2.84 3.84 0.51
H -1.19 0.81 -2.45
H -0.83 -4.49 -2.93
H 5.07 2.97 -2.74
H -4.58 -2.92 2.26
H 4.78 1.81 1.38
H 2.74 2.17 -3.09
H -4.60 -1.00 -0.65
H 4.87 -3.28 -0.12
H -4.30 -3.01 -2.10
H -0.36 5.74 1.00
H -1.72 -4.21 -3.34
H -3.88 -0.87 3.50
H 5.90 -4.18 -2.19
H -3.50 2.78 1.75
*
```

Values from the calculation:
Highest occupied orbital energy (alpha / beta)   -0.0079 / -0.0408 Ha
E_LUMO (alpha / beta)   0.1559 / 0.1464 hartree
Frontier orbital gap (alpha / beta)   4.458 / 5.092 eV

Record 6
The following is a DFT calculation (ωB97M-V/def2-TZVPD) of C4H8O2 in the gas phase.

The geometry in ORCA input format:
```
! RIJCOSX wB97M-V def2-TZVPD def2/J DEFGRID3
* xyz 0 1
O 1.37 -0.28 0.43
O -0.88 1.69 0.75
C 0.87 0.61 -0.54
C -0.65 0.73 -0.26
C -0.98 -0.69 0.25
C 0.35 -1.17 0.86
H 1.07 0.24 -1.55
H -1.28 -1.33 -0.59
H -1.79 -0.68 0.98
H -0.07 1.62 1.27
H 1.44 1.53 -0.40
H 0.61 -2.19 0.56
H 0.35 -1.12 1.96
H -1.24 1.02 -1.13
*
```

Values from the calculation:
Highest occupied orbital energy   -0.3554 Ha
E_LUMO   0.0346 hartree
SMILES   O[C@@H]1CCOC1
Frontier orbital gap   10.614 eV

Record 7
The following is a DFT calculation (ωB97M-V/def2-TZVPD) of a molecular structure, C21H43F5N4O2SSbSi3TaTe.

The geometry in ORCA input format:
```
! RIJCOSX wB97M-V def2-TZVPD def2/J DEFGRID3
* xyz 0 1
Ta 1.60 0.77 0.86
Te 2.03 3.84 1.46
Sb -1.37 0.51 0.17
S 2.32 -1.26 2.89
Si -2.34 2.50 -1.12
Si -2.61 0.45 2.39
Si -2.52 -1.32 -1.21
F 2.84 2.26 -0.08
F 1.02 5.38 0.92
F 0.47 0.74 2.45
F 1.40 4.07 3.22
F 2.70 1.83 2.28
O 1.51 0.37 -1.07
O 0.70 2.71 0.93
N 4.78 -1.05 3.76
N 4.59 -0.31 1.61
N 1.67 -1.29 1.36
N 3.76 0.03 0.55
C -2.18 2.07 -2.95
C 1.10 -2.55 -0.69
C 0.80 -3.56 1.57
C 3.77 0.25 -1.87
C 1.68 -2.65 0.71
C 4.13 0.46 -4.26
C -2.62 -2.89 -0.19
C -4.28 -0.85 -1.66
C 2.39 0.42 -2.08
C 1.90 0.60 -3.37
C 4.62 0.26 -2.98
C -4.43 0.09 2.11
C -1.89 -0.96 3.39
C -4.14 2.74 -0.64
C 3.08 -3.25 0.62
C -1.42 4.08 -0.81
C 4.01 -0.81 2.65
C -1.52 -1.61 -2.78
C 4.36 -0.02 -0.58
C 2.76 0.63 -4.45
C -2.38 2.12 3.20
H 0.16 -1.99 -0.69
H 0.83 0.72 -3.50
H 1.24 -3.74 2.55
H 5.61 -0.48 3.84
H -4.78 -1.72 -2.11
H -0.18 -3.10 1.72
H 1.78 -2.06 -1.38
H -4.55 3.57 -1.23
H -4.58 -0.86 1.60
H -3.28 -2.74 0.68
H -2.33 -0.97 4.40
H 5.68 0.12 -2.82
H -1.13 1.94 -3.21
H 4.31 -1.26 4.62
H -2.99 2.20 4.10
H -4.21 3.01 0.41
H -3.05 -3.69 -0.80
H 5.40 -0.33 -0.56
H -1.37 4.34 0.25
H -0.54 -1.12 -2.74
H -4.86 -0.56 -0.78
H -2.67 2.93 2.52
H -2.10 -1.92 2.93
H -2.05 -1.22 -3.65
H 0.90 -3.56 -1.06
H 3.73 -2.64 -0.02
H 3.02 -4.25 0.18
H -2.57 2.89 -3.56
H -4.92 0.87 1.52
H -2.71 1.16 -3.22
H -1.33 2.27 3.46
H -1.94 4.89 -1.34
H -0.39 4.03 -1.16
H -1.34 -2.68 -2.94
H -4.32 -0.03 -2.37
H 2.37 0.77 -5.44
H -0.81 -0.84 3.49
H -1.65 -3.22 0.18
H 3.55 -3.35 1.60
H 0.67 -4.53 1.08
H -4.95 0.03 3.07
H 4.81 0.48 -5.10
H -4.76 1.86 -0.81
*
```

Values from the calculation:
Highest occupied orbital energy   -0.2924 Ha
E_LUMO   -0.0041 hartree
Frontier orbital gap   7.845 eV

Record 8
The following is a DFT calculation (ωB97M-V/def2-TZVPD) of 4 unconnected molecules or ions with the total composition C5H18N2O4 in a non-equilibrium geometry.

The geometry in ORCA input format:
```
! RIJCOSX wB97M-V def2-TZVPD def2/J DEFGRID3
* xyz 1 2
O 0.68 1.82 2.01
O -0.56 -1.82 -3.21
O -0.52 -1.16 3.15
O -2.36 2.17 1.56
N -0.15 0.07 0.02
N 2.58 -0.15 -0.29
C -0.95 0.38 -2.34
C 1.74 -1.41 -0.21
C -0.07 -0.76 -2.79
C 0.34 -1.28 0.31
C -1.26 0.16 -0.93
H 2.30 -2.11 0.46
H -0.45 -0.38 3.70
H 0.45 -1.45 1.38
H -0.29 -2.12 -0.07
H -1.99 0.49 -2.80
H -0.68 1.42 -2.49
H 0.69 0.64 -0.34
H -1.48 -1.13 2.81
H 1.75 -1.84 -1.20
H -2.15 -0.50 -0.82
H 0.67 1.78 1.07
H -2.61 2.78 0.92
H 2.42 0.40 -1.07
H -1.80 1.09 -0.56
H 1.03 -0.74 -2.80
H 2.76 0.44 0.60
H -1.41 2.03 1.59
H 1.33 1.17 2.36
*
```

Values from the calculation:
Highest occupied orbital energy (alpha / beta)   -0.5231 / -0.5238 Ha
E_LUMO (alpha / beta)   -0.1326 / -0.2952 hartree
Frontier orbital gap (alpha / beta)   10.628 / 6.220 eV

Q: Which calculated total energy values were calculated for the entries above? A: -29458.1704 -28050.5740 -61812.6935 -79172.2465 -125061.8848 -8371.9736 -95977.4112 -16635.9205, in eV.